# 1
{"formula": "C28H33AsBrN2O12SSbTi", "method": "ωB97M-V/def2-TZVPD", "species": ["Ti", "O", "As", "O", "O", "C", "C", "C", "C", "C", "C", "S", "O", "O", "O", "H", "H", "H", "H", "H", "O", "C", "O", "C", "C", "C", "C", "C", "C", "N", "O", "O", "H", "H", "H", "H", "Br", "C", "C", "N", "C", "C", "C", "C", "O", "O", "H", "H", "H", "C", "C", "C", "Sb", "C", "C", "C", "C", "C", "C", "H", "H", "H", "H", "H", "H", "H", "H", "H", "H", "H", "H", "H", "H", "H", "H", "H", "H", "H", "H", "H"], "positions_angstrom": [[-0.1202, 1.5150, -0.2520], [4.5630, 1.5881, -0.2809], [3.0609, 2.3984, 0.2280], [3.1764, 2.8880, 1.7684], [1.8781, 1.2944, -0.2403], [3.1567, 3.8272, -1.0858], [4.4397, 4.2699, -1.3937], [4.6405, 5.2995, -2.3008], [3.5546, 5.9053, -2.9103], [2.2701, 5.4836, -2.6061], [2.0690, 4.4491, -1.7000], [0.3638, 3.9945, -1.4126], [0.1377, 2.7092, -2.1086], [-0.4145, 5.1022, -1.8797], [0.2449, 3.6663, 0.0237], [4.6564, 0.7745, 0.2292], [5.2856, 3.7917, -0.9193], [5.6476, 5.6278, -2.5267], [3.7017, 6.7128, -3.6168], [1.4060, 5.9551, -3.0511], [-1.4798, -0.8624, 2.1756], [-1.5249, 0.3635, 2.1335], [-0.5874, 1.0626, 1.4916], [-2.5867, 1.1476, 2.7746], [-2.6225, 2.5529, 2.7446], [-3.6281, 3.2536, 3.3670], [-4.6514, 2.5629, 4.0562], [-4.6271, 1.1496, 4.0865], [-3.6134, 0.4712, 3.4589], [-5.6622, 3.2555, 4.6986], [-5.6588, 4.5256, 4.6715], [-6.5605, 2.6032, 5.3208], [-1.8378, 3.0879, 2.2245], [-3.6615, 4.3322, 3.3490], [-5.4178, 0.6366, 4.6128], [-3.5843, -0.6111, 3.4793], [-3.9121, -3.7185, -4.1209], [-4.0985, -2.0862, -3.1738], [-5.3599, -1.5429, -2.9874], [-5.5633, -0.4069, -2.3282], [-4.5002, 0.2229, -1.8331], [-3.2031, -0.2538, -1.9828], [-2.9899, -1.4401, -2.6675], [-2.0487, 0.4852, -1.3988], [-2.2186, 1.5839, -0.8160], [-0.8851, -0.0221, -1.4815], [-6.2350, -2.0462, -3.3834], [-4.6712, 1.1382, -1.2800], [-1.9857, -1.8241, -2.7828], [-0.2604, -3.9954, 2.2003], [-0.0815, -3.7850, 0.7001], [-1.4351, -3.6153, 0.0147], [1.1299, -2.0192, 0.3199], [2.8906, -2.7350, 1.4168], [4.0508, -1.7620, 1.2146], [3.3311, -4.1808, 1.2302], [1.6050, -2.5421, -1.7550], [2.2481, -3.8910, -2.0479], [2.3933, -1.4057, -2.4026], [-0.8967, -4.8677, 2.3930], [-0.7367, -3.1229, 2.6521], [0.6922, -4.1654, 2.7089], [0.4364, -4.6483, 0.2688], [-1.9454, -2.7278, 0.3983], [-2.0814, -4.4813, 0.2007], [-1.3325, -3.5120, -1.0692], [2.5410, -2.6154, 2.4485], [4.4022, -1.7725, 0.1769], [4.9047, -2.0178, 1.8530], [3.7438, -0.7417, 1.4631], [3.7935, -4.3336, 0.2530], [2.4982, -4.8821, 1.3143], [4.0757, -4.4593, 1.9869], [0.5978, -2.5369, -2.1900], [3.2988, -3.8953, -1.7472], [2.2243, -4.1048, -3.1240], [1.7507, -4.7170, -1.5353], [3.4006, -1.3309, -1.9800], [1.9136, -0.4380, -2.2547], [2.5049, -1.5715, -3.4813]], "s2": 2.026, "e_above_lowest_kcal_mol": 10.4, "gap_ev": [3.638, 6.881], "e_homo_ev": [-0.263, -3.506], "spin_multiplicity": 3, "total_charge": -2}

# 2
{"formula": "C28H33AsClCuIN3P", "method": "ωB97M-V/def2-TZVPD", "species": ["Cu", "Cl", "C", "C", "C", "C", "C", "C", "P", "C", "C", "C", "C", "C", "C", "C", "C", "C", "C", "C", "C", "H", "H", "H", "H", "H", "H", "H", "H", "H", "H", "H", "H", "H", "H", "C", "C", "As", "C", "C", "C", "C", "H", "H", "H", "H", "H", "H", "H", "H", "H", "H", "H", "H", "H", "H", "H", "I", "C", "C", "N", "N", "C", "H", "H", "H", "N", "C", "H"], "positions_angstrom": [[-0.3691, -0.1969, -1.4355], [-4.1629, 0.2098, -0.6652], [-4.0274, -1.1423, 0.4352], [-5.1778, -1.8678, 0.6802], [-5.1502, -2.8990, 1.6096], [-3.9797, -3.1810, 2.2975], [-2.8319, -2.4468, 2.0396], [-2.8318, -1.4211, 1.0927], [-1.3581, -0.4190, 0.7878], [-0.1244, -0.9244, 2.0067], [0.4410, -2.1984, 1.9274], [1.3863, -2.6036, 2.8552], [1.7708, -1.7388, 3.8747], [1.2048, -0.4759, 3.9669], [0.2572, -0.0672, 3.0368], [-1.8437, 1.2690, 1.2072], [-2.6786, 1.5066, 2.2995], [-3.0433, 2.8026, 2.6255], [-2.5862, 3.8695, 1.8609], [-1.7642, 3.6402, 0.7664], [-1.3992, 2.3421, 0.4461], [-6.0874, -1.6105, 0.1566], [-6.0498, -3.4670, 1.8020], [-3.9563, -3.9655, 3.0401], [-1.9337, -2.6758, 2.5951], [0.1288, -2.8888, 1.1505], [1.8154, -3.5944, 2.7927], [2.5029, -2.0572, 4.6041], [1.4947, 0.1926, 4.7657], [-0.1780, 0.9193, 3.1191], [-3.0502, 0.6802, 2.8941], [-3.6905, 2.9819, 3.4726], [-2.8790, 4.8789, 2.1142], [-1.4200, 4.4690, 0.1626], [-0.7703, 2.1754, -0.4210], [2.2999, 2.0357, 0.9052], [2.7378, 0.5880, 0.7374], [2.0026, -0.2557, -0.8413], [2.5813, -2.1138, -0.7649], [4.0540, -2.2650, -0.3982], [3.1396, 0.4390, -2.2623], [3.1619, -0.4348, -3.5097], [2.8091, 2.4832, 1.7586], [1.2265, 2.1137, 1.0840], [2.5489, 2.6435, 0.0326], [2.4692, -0.0248, 1.5981], [3.8180, 0.5086, 0.5982], [2.3651, -2.5394, -1.7465], [1.9434, -2.6210, -0.0453], [4.7130, -1.7593, -1.1047], [4.3267, -3.3204, -0.4002], [4.2650, -1.8758, 0.5980], [4.1336, 0.5107, -1.8154], [2.8170, 1.4549, -2.4856], [3.7021, -1.3654, -3.3416], [3.6637, 0.0882, -4.3234], [2.1598, -0.6959, -3.8551], [1.2792, 4.9573, -4.4305], [0.6571, 3.0389, -4.0922], [0.3788, 2.0600, -5.0212], [0.0098, 0.9623, -4.3403], [0.0369, 1.1621, -3.0107], [0.4274, 2.4263, -2.8569], [0.4131, 2.0699, -6.0972], [-0.2444, 0.0638, -4.7177], [0.5416, 2.8505, -1.8728], [-2.6878, -1.1051, -3.3939], [-1.9517, -0.8429, -2.5495], [-3.4564, -1.3331, -3.9986]], "s2": 0.756, "e_above_lowest_kcal_mol": 6.6, "gap_ev": [8.511, 6.008], "e_homo_ev": [-13.873, -13.924], "spin_multiplicity": 2, "total_charge": 2}

# 3
{"formula": "C28H33Br6F32O8P", "method": "ωB97M-V/def2-TZVPD", "species": ["C", "C", "O", "P", "O", "O", "C", "C", "O", "C", "C", "H", "H", "H", "H", "H", "H", "H", "H", "H", "H", "H", "H", "H", "H", "H", "C", "C", "C", "F", "F", "F", "F", "O", "C", "C", "F", "F", "F", "F", "H", "H", "H", "H", "C", "C", "C", "F", "F", "F", "F", "O", "C", "C", "F", "F", "F", "F", "H", "H", "H", "H", "C", "C", "C", "F", "F", "F", "F", "O", "C", "C", "F", "F", "F", "F", "H", "H", "H", "H", "C", "C", "C", "F", "F", "F", "F", "O", "C", "C", "F", "F", "F", "F", "H", "H", "H", "H", "C", "Br", "Br", "Br", "H", "C", "Br", "Br", "Br", "H"], "positions_angstrom": [[7.0269, 0.6906, -0.8654], [5.8102, 0.5349, -1.7822], [5.5882, 1.7325, -2.3775], [4.9738, 1.8501, -3.8488], [5.3935, 0.8082, -4.8283], [5.3780, 3.4205, -4.2072], [4.9596, 4.5631, -3.4968], [6.1554, 5.5413, -3.3460], [3.3774, 1.9777, -3.5755], [2.3829, 1.7901, -4.6213], [2.0965, 3.1711, -5.2813], [7.3457, -0.2688, -0.4581], [7.8822, 1.1510, -1.3600], [6.8698, 1.3558, -0.0164], [6.0859, -0.2514, -2.4849], [4.8844, 0.1443, -1.3597], [4.0535, 5.0139, -3.9014], [4.5717, 4.1953, -2.5468], [5.8181, 6.4246, -2.8037], [7.0179, 5.0403, -2.9065], [6.5053, 5.8501, -4.3310], [2.7005, 1.1432, -5.4391], [1.4825, 1.4656, -4.0997], [1.6373, 3.8136, -4.5300], [2.9593, 3.6648, -5.7285], [1.3282, 3.0982, -6.0510], [-0.3727, -3.2850, 5.3835], [-0.1081, -1.7484, 5.2719], [-1.2313, -0.8963, 5.8237], [-1.4729, -1.2020, 7.0921], [-1.1554, 0.4210, 5.7970], [1.0485, -1.4582, 5.9681], [0.2189, -1.4652, 4.0188], [-1.6359, -3.6331, 4.7286], [-2.2243, -4.8078, 5.2225], [-3.3962, -5.2301, 4.4504], [-3.9387, -6.4356, 4.7341], [-4.4241, -4.4089, 4.4670], [-1.2878, -5.7743, 5.1363], [-2.5942, -4.5909, 6.5453], [-0.2949, -3.5684, 6.4332], [0.4724, -3.7200, 4.8500], [-2.1184, -1.2300, 5.2854], [-3.0787, -5.3421, 3.4137], [-4.8241, -4.8133, -2.9708], [-5.0292, -3.9044, -1.7414], [-5.2157, -2.4017, -2.0508], [-4.0520, -1.7719, -2.1825], [-5.9284, -2.1021, -3.0812], [-6.1470, -4.3053, -1.1217], [-4.0969, -4.0210, -0.8364], [-3.5249, -4.6168, -3.5549], [-3.3656, -4.8317, -4.9698], [-1.8590, -4.7018, -5.5079], [-1.0335, -5.6449, -5.0111], [-1.8172, -4.6506, -6.8780], [-3.8813, -6.0588, -5.2825], [-4.1028, -3.8624, -5.4882], [-5.6619, -4.7320, -3.6634], [-4.7806, -5.8432, -2.6166], [-5.7328, -1.8438, -1.2701], [-1.5047, -3.7292, -5.1665], [-1.9289, 0.5560, 0.1138], [-1.9378, -0.0989, 1.5373], [-2.6497, -1.4519, 1.5608], [-3.1840, -1.7481, 2.7690], [-3.7317, -1.5037, 0.7290], [-0.6661, -0.1987, 1.9714], [-2.5025, 0.6791, 2.3937], [-1.4060, -0.3641, -0.8529], [-1.2670, 0.2194, -2.2002], [-0.8126, -0.7838, -3.2766], [-0.7372, -0.3977, -4.5572], [0.3546, -1.3823, -3.0450], [-2.4308, 0.8145, -2.5892], [-0.4064, 1.2221, -2.0831], [-1.4338, 1.5247, 0.0460], [-2.9811, 0.7321, -0.1096], [-2.0298, -2.2965, 1.2601], [-1.4775, -1.6462, -3.3239], [-0.5347, 5.5988, 3.3844], [-1.3722, 5.1885, 2.1467], [-1.9076, 3.7318, 2.2609], [-2.6953, 3.6061, 3.4068], [-2.5080, 3.2436, 1.1911], [-2.4007, 6.0079, 2.0167], [-0.6033, 5.4110, 1.0390], [0.4925, 4.5598, 3.6477], [0.5390, 4.1405, 5.0388], [1.4131, 2.9257, 5.1811], [1.5608, 2.5015, 6.4579], [1.0947, 1.8178, 4.5284], [1.0269, 5.1128, 5.8038], [-0.7476, 3.8680, 5.3927], [-1.1775, 5.7516, 4.2513], [0.0361, 6.5148, 3.2318], [-1.0767, 3.0301, 2.3328], [2.4003, 3.1737, 4.7911], [0.3640, -4.4604, 0.0847], [-0.7090, -5.0793, 1.6452], [0.8138, -2.5385, 0.3983], [-0.5461, -4.5193, -1.6169], [1.2713, -5.0513, -0.0407], [2.5531, 3.0914, -0.4848], [3.7364, 4.2875, 0.5793], [1.4026, 4.0868, -1.7183], [1.4398, 2.0104, 0.7151], [3.2298, 2.4013, -0.9888]], "e_above_lowest_kcal_mol": 0.0, "gap_ev": 9.936, "e_homo_ev": -10.505, "total_charge": 0}